Molecular formula: C12H18O6Tl
Method: DFT, ωB97M-V/def2-TZVPD

Computed properties:
- Frontier orbital gap: 2.210 eV
- Charge: +3
- M: 462.7 g/mol

Positions of all 37 atoms, in Å:
Tl  25.65  -22.74  -12.08
O  23.43  -20.91  -11.80
C  23.11  -19.85  -11.31
O  23.25  -18.72  -11.98
C  22.76  -17.57  -11.24
C  22.02  -18.14  -10.00
C  22.44  -19.63  -9.94
H  22.15  -17.07  -12.00
H  23.62  -16.98  -10.92
H  20.94  -18.11  -10.18
H  22.33  -17.60  -9.12
H  21.67  -20.40  -9.89
H  23.19  -19.83  -9.18
O  24.80  -25.51  -11.79
C  24.47  -26.57  -11.32
O  24.86  -27.69  -11.90
C  24.15  -28.86  -11.40
C  23.20  -28.34  -10.31
C  23.60  -26.86  -10.12
H  24.92  -29.51  -10.96
H  23.69  -29.34  -12.25
H  23.35  -28.90  -9.38
H  22.17  -28.45  -10.63
H  24.16  -26.65  -9.21
H  22.72  -26.22  -10.13
O  28.00  -24.04  -11.01
C  28.44  -25.04  -10.50
O  28.50  -26.18  -11.22
C  28.78  -27.31  -10.37
C  28.80  -26.77  -8.93
C  29.11  -25.27  -9.14
H  29.72  -27.76  -10.71
H  27.99  -28.05  -10.48
H  29.57  -27.22  -8.30
H  27.82  -26.87  -8.47
H  30.18  -25.13  -9.32
H  28.70  -24.61  -8.38

---

Molecular formula: C12H19AlO7
Method: DFT, ωB97M-V/def2-TZVPD

Computed properties:
- Frontier orbital gap: 2.690 eV
- Charge: +2
- M: 302.3 g/mol

Positions of all 39 atoms, in Å:
Al  3.95  -2.30  0.04
O  1.41  -1.25  -0.21
H  0.54  -1.65  -0.06
O  0.74  3.45  -4.49
C  0.81  2.91  -3.43
O  1.81  2.08  -3.12
C  1.68  1.45  -1.85
C  0.32  1.93  -1.32
C  -0.22  2.95  -2.34
H  2.49  1.78  -1.20
H  1.84  0.38  -2.10
H  0.49  2.37  -0.34
H  -0.43  1.14  -1.24
H  -0.21  3.96  -1.93
H  -1.24  2.83  -2.70
O  -2.33  -4.19  -2.35
C  -2.11  -3.30  -1.60
O  -2.04  -2.03  -2.04
C  -1.69  -1.08  -1.05
C  -1.88  -1.84  0.28
C  -1.99  -3.33  -0.07
H  -2.37  -0.24  -1.13
H  -0.64  -0.80  -1.29
H  -2.85  -1.47  0.64
H  -1.23  -1.61  1.12
H  -2.84  -3.87  0.32
H  -1.04  -3.80  0.15
O  2.54  -1.47  2.65
C  1.66  -0.67  2.73
O  0.50  -0.92  3.37
C  -0.27  0.27  3.50
C  0.25  1.22  2.44
C  1.71  0.80  2.31
H  -0.16  0.77  4.47
H  -1.32  0.02  3.35
H  0.09  2.28  2.64
H  -0.38  1.03  1.55
H  2.37  1.30  3.01
H  2.06  0.91  1.29

---

Molecular formula: C12H19BF4IN4ORh
Method: DFT, ωB97M-V/def2-TZVPD

Computed properties:
- Frontier orbital gap (alpha / beta): 1.449 / 5.394 eV
- Charge: -2
- M: 551.9 g/mol
- Multiplicity: 5

Positions of all 43 atoms, in Å:
C  2.88  0.08  1.24
I  4.86  0.89  -0.42
H  3.33  0.10  2.24
H  2.71  1.12  0.94
H  3.47  -0.56  0.55
C  -0.57  -2.66  -2.93
C  0.39  -3.36  -2.31
N  0.84  -2.60  -1.26
C  0.15  -1.41  -1.18
N  -0.71  -1.47  -2.25
H  -1.16  -2.90  -3.80
H  0.80  -4.33  -2.52
C  -0.67  3.91  0.91
C  -0.29  1.68  0.83
N  -0.57  2.80  0.09
H  -0.39  4.05  3.08
N  -0.21  2.15  2.11
H  -0.88  4.89  0.51
Rh  -0.01  -0.11  0.22
C  1.49  -0.64  1.38
O  1.26  -1.51  2.21
C  -0.43  3.51  2.16
C  0.09  1.39  3.30
H  -0.29  1.96  4.15
H  1.18  1.29  3.45
H  -0.37  0.40  3.27
C  -0.72  2.87  -1.34
H  -0.72  3.94  -1.61
H  -1.68  2.44  -1.66
H  0.10  2.36  -1.86
C  -1.60  -0.45  -2.71
H  -1.43  -0.29  -3.79
H  -1.41  0.49  -2.18
H  -2.64  -0.75  -2.56
C  1.99  -3.02  -0.50
H  2.82  -2.31  -0.62
H  2.30  -3.98  -0.94
H  1.76  -3.17  0.56
F  -2.22  -0.79  1.61
B  -3.15  -1.37  0.65
F  -3.43  -0.37  -0.34
F  -2.52  -2.47  0.00
F  -4.32  -1.81  1.31

---

Molecular formula: C12H19BeBr3Cl2FN5O6PS
Method: DFT, ωB97M-V/def2-TZVPD

Computed properties:
- Frontier orbital gap: 1.169 eV
- Charge: +1
- M: 731.0 g/mol

Positions of all 51 atoms, in Å:
C  4.39  0.61  5.04
C  5.25  1.85  4.94
O  4.66  3.01  4.29
C  3.39  2.89  3.84
C  3.15  2.63  2.52
C  4.29  2.47  1.57
O  4.93  1.24  1.90
O  6.29  1.28  1.48
C  1.82  2.51  2.04
C  0.74  2.67  2.87
P  -0.90  2.47  2.17
N  -1.27  3.48  1.07
O  -1.96  2.41  3.35
O  -0.87  0.91  1.54
C  0.97  2.98  4.24
N  0.08  3.19  5.22
S  0.90  3.46  6.56
N  2.41  3.37  6.03
C  2.30  3.10  4.73
H  3.54  0.76  5.71
H  4.09  0.20  4.08
H  5.00  -0.15  5.53
H  5.52  2.15  5.95
H  6.16  1.61  4.40
H  5.00  3.29  1.70
H  3.93  2.41  0.54
H  6.70  1.95  2.05
H  1.65  2.28  1.00
H  -0.52  4.15  0.94
H  -1.78  1.67  3.94
H  -0.23  0.42  2.08
C  -1.39  -0.01  -2.29
Br  -0.67  1.53  -3.17
Br  -2.30  -1.19  -3.50
Br  -0.03  -0.96  -1.29
H  -2.12  0.34  -1.58
C  -3.76  -3.44  -6.67
O  -4.60  -2.57  -6.76
N  -3.87  -4.61  -7.38
N  -2.67  -3.35  -5.85
H  -3.21  -5.37  -7.33
H  -4.66  -4.69  -7.98
H  -2.58  -2.50  -5.31
H  -1.98  -4.06  -5.76
Be  -1.88  -0.91  2.42
C  -7.70  -5.57  -6.73
Cl  -7.98  -6.85  -5.58
Cl  -7.00  -6.13  -8.30
H  -8.66  -5.13  -6.97
H  -7.02  -4.84  -6.31
F  -5.55  -6.96  -6.97

---

Molecular formula: C12H19BeGeN4S
Method: DFT, ωB97M-V/def2-TZVPD

Computed properties:
- Frontier orbital gap (alpha / beta): 4.104 / 4.104 eV
- Charge: -1
- M: 333.0 g/mol

Positions of all 38 atoms, in Å:
Be  -10.78  -6.45  5.57
C  -12.78  -8.74  8.10
C  -12.19  -7.95  6.92
N  -11.26  -7.02  6.96
N  -10.73  -6.64  8.16
C  -10.20  -5.47  8.25
N  -9.72  -5.14  9.46
S  -10.00  -4.14  6.87
C  -12.74  -8.09  5.61
C  -13.93  -8.58  5.08
C  -14.02  -8.80  3.69
C  -13.07  -8.29  2.82
C  -12.10  -7.45  3.37
N  -11.86  -7.37  4.70
H  -13.01  -9.75  7.92
H  -13.67  -8.19  8.41
H  -12.04  -8.66  8.88
H  -9.81  -5.83  10.20
H  -9.51  -4.13  9.70
H  -14.82  -8.75  5.68
H  -14.89  -9.32  3.31
H  -13.10  -8.55  1.75
H  -11.53  -6.73  2.78
C  -6.62  -4.90  6.55
Ge  -7.74  -6.07  5.55
C  -7.86  -8.05  6.00
C  -7.54  -5.80  3.51
C  -9.56  -5.19  5.67
H  -6.33  -4.10  5.92
H  -5.73  -5.50  6.80
H  -7.12  -4.47  7.47
H  -7.04  -8.53  5.41
H  -8.83  -8.45  5.71
H  -7.73  -8.29  7.10
H  -6.60  -6.23  3.14
H  -7.43  -4.67  3.42
H  -8.37  -6.18  2.83
H  -9.58  -4.61  4.76

---

Molecular formula: C12H19BiNO12P2
Method: DFT, ωB97M-V/def2-TZVPD

Computed properties:
- Frontier orbital gap (alpha / beta): 7.412 / 6.557 eV
- Charge: -1
- M: 640.2 g/mol

Positions of all 47 atoms, in Å:
Bi  -0.25  -0.18  0.73
C  -1.99  -2.45  1.06
C  -1.32  -2.35  2.28
C  -1.51  -1.24  3.09
C  -2.37  -0.22  2.69
C  -3.03  -0.30  1.47
C  -2.84  -1.42  0.65
H  -1.87  -3.32  0.44
H  -0.66  -3.14  2.60
H  -1.01  -1.17  4.04
H  -2.52  0.63  3.31
H  -3.70  0.49  1.16
H  -3.35  -1.48  -0.30
O  1.17  3.24  -1.29
C  0.45  2.29  -0.67
O  0.82  1.63  0.23
C  -1.05  2.44  -0.64
O  -1.60  1.29  -0.27
C  -2.08  2.22  2.00
C  -0.99  1.78  3.00
O  -1.06  2.18  4.12
O  0.27  0.97  2.55
H  2.13  3.16  -1.33
H  -1.44  2.44  -1.69
H  -1.27  3.45  -0.24
H  -3.05  1.83  2.34
H  -2.19  3.31  2.11
N  3.15  -1.55  -2.69
C  2.00  -0.82  -1.89
C  1.45  0.28  -2.84
P  2.82  -0.13  -0.24
O  2.85  1.46  -0.46
O  4.26  -0.53  -0.41
O  1.97  -0.49  1.01
P  0.69  -2.24  -1.38
O  -0.67  -1.90  -2.26
O  1.30  -3.44  -2.08
O  0.34  -2.24  0.09
H  3.32  -1.19  -3.62
H  2.81  -2.54  -2.67
H  3.95  -1.45  -2.03
H  2.25  0.99  -3.12
H  0.66  0.84  -2.39
H  1.05  -0.16  -3.76
H  3.19  1.82  0.38
H  -1.33  -2.56  -1.98
O  0.25  -0.25  -1.10

---

The calculation returns the following DFT total energy values, one per record and in order: -29679.55120, -33656.94318, -43416.30249, -290885.19868, -86465.18298, -63224.85894 eV.